No. 1
Formula: C22H54FN4O3
Source: the OMol25 dataset
Level of theory: the ωB97M-V functional and the def2-TZVPD basis

The spin multiplicity is 1. The value obtained for the LUMO energy is -3.141 eV. Its total charge is +1. Its energy above the lowest of the compared OMol25 structures with the same formula, charge and spin is 5.3232 eV. The highest occupied orbital energy comes out at -10.7004 eV.

Positions of all 84 atoms, in Å:
C: -0.24886 -0.37069 3.90424
C: 0.03462 -1.97114 3.54814
C: 0.07058 -2.17520 1.90970
C: 1.34774 -3.03150 1.35236
C: 2.82349 -2.42849 1.69792
C: 2.89049 -0.83002 2.03013
C: 2.30296 0.16065 0.86510
C: 2.18804 -0.37848 -0.67970
N: 1.74551 0.91487 -1.39125
C: 2.19208 2.14361 -0.63006
C: 3.12528 1.59433 0.61815
F: 2.69949 2.41419 1.80528
H: -1.16223 -0.20380 4.61661
H: -0.39986 0.29729 2.95096
H: 0.72343 0.01140 4.46156
H: 0.97361 -2.40177 4.09912
H: -0.91143 -2.54924 3.98621
H: -0.11243 -1.14327 1.33849
H: -0.89847 -2.82477 1.65367
H: 1.33884 -4.15179 1.76703
H: 1.25451 -3.13310 0.17473
H: 3.57952 -2.64705 0.80129
H: 3.26059 -3.01674 2.62916
H: 2.44197 -0.63783 3.10938
H: 4.05048 -0.56182 2.13185
H: 1.25264 0.57695 1.24034
H: 1.23389 -1.05857 -0.86040
H: 3.19893 -0.75753 -1.18202
H: 2.16909 1.03869 -2.34660
H: 0.69151 1.04350 -1.40471
H: 1.26482 2.76952 -0.23752
H: 2.81480 2.95977 -1.19483
H: 4.28712 1.54807 0.48377
C: -5.84327 2.40839 6.64280
C: -4.43834 1.82267 6.75939
C: -3.78730 1.50709 5.39347
O: -4.26977 0.31058 4.77507
C: -5.47952 0.47287 4.04998
N: -4.48765 0.63321 7.62227
H: -6.59229 1.65847 6.37520
H: -6.15528 2.84273 7.59851
H: -5.87442 3.20540 5.89101
H: -3.81528 2.57848 7.25280
H: -2.71675 1.33708 5.56303
H: -3.85882 2.35770 4.70477
H: -5.54298 1.45034 3.56391
H: -6.33435 0.31635 4.71010
H: -5.51655 -0.30011 3.27707
H: -3.53475 0.29737 7.76847
H: -4.92564 -0.11755 7.07910
C: 0.54873 4.13934 -3.47795
C: -0.02323 3.09995 -4.43868
C: -1.04772 3.68315 -5.43843
O: -2.34200 3.92561 -4.87908
C: -2.45987 5.16089 -4.18932
N: -0.59867 1.99474 -3.65817
H: -0.16028 4.42803 -2.69757
H: 1.43514 3.74281 -2.97158
H: 0.85199 5.04504 -4.01567
H: 0.81719 2.70581 -5.02285
H: -1.20593 2.93939 -6.22932
H: -0.66276 4.58267 -5.93404
H: -1.86406 5.95224 -4.65247
H: -2.17953 5.03223 -3.14249
H: -3.51114 5.46185 -4.21237
H: -0.89989 1.26300 -4.30315
H: -1.47715 2.33424 -3.25379
C: 1.58785 -4.72806 -3.06048
C: 2.45658 -3.47689 -3.16222
C: 2.68665 -3.00330 -4.61548
O: 3.65288 -3.77218 -5.33800
C: 3.14109 -4.96548 -5.91221
N: 3.72820 -3.72131 -2.46575
H: 2.12123 -5.63696 -3.35105
H: 1.24933 -4.87378 -2.02920
H: 0.69649 -4.63866 -3.69204
H: 1.92625 -2.67406 -2.63579
H: 3.09353 -1.98514 -4.57641
H: 1.74483 -2.93743 -5.17367
H: 2.10888 -4.85074 -6.25439
H: 3.21956 -5.78699 -5.19809
H: 3.76431 -5.22003 -6.77423
H: 4.26816 -2.85494 -2.46033
H: 4.28357 -4.34611 -3.05878

Atoms 1-3, force components in eV/Å:
1.1 0.0 0.7
-1.5 0.5 -0.1
-0.9 -1.2 0.1

Löwdin population analysis, charges in e, atoms 1 to 8: -0.129, -0.226, -0.220, -0.214, -0.208, -0.145, -0.202, -0.066



No. 2
Formula: C24H19Cl2N4O2V
Source: the OMol25 dataset
Level of theory: the ωB97M-V functional and the def2-TZVPD basis

The expectation value of S² is 3.77. The spin multiplicity is 4. The value obtained for the LUMO energy (spin up / spin down) is 2.531 / 2.499 eV. Its total charge is -1. Its energy above the lowest of the compared OMol25 structures with the same formula, charge and spin is 0.0000 eV. The highest occupied orbital energy (spin up / spin down) comes out at -3.6366 / -4.6387 eV.

Positions of all 52 atoms, in Å:
V: -0.01771 0.70005 -0.52342
Cl: 6.34303 0.61411 -3.27993
C: 4.62498 0.43397 -3.08108
C: 4.02163 1.00134 -1.96841
C: 2.64950 0.87457 -1.77468
N: 1.93202 1.37961 -0.68677
C: 2.37289 2.35484 0.11053
O: 3.46210 2.93335 0.13764
C: 1.31040 2.76835 1.12067
C: 1.59068 3.80220 2.00807
C: 0.61608 4.19399 2.90519
C: -0.61445 3.54787 2.88678
C: -0.81990 2.55171 1.95120
N: 0.11125 2.18287 1.07108
C: 1.87362 0.17001 -2.72611
C: 2.49466 -0.38641 -3.84024
C: 3.86497 -0.25715 -4.01266
Cl: 4.59945 -0.97165 -5.41749
N: 0.50910 0.09059 -2.43201
C: -0.43470 -0.17430 -3.33799
O: -0.33354 -0.48797 -4.52706
C: -1.82916 -0.05201 -2.73838
C: -2.93408 -0.24258 -3.56175
C: -4.19904 -0.10092 -3.02539
C: -4.32479 0.23248 -1.68143
C: -3.17492 0.43377 -0.94265
N: -1.95121 0.31900 -1.46084
H: 4.61071 1.55272 -1.25326
H: 2.57129 4.25320 1.96559
H: 0.80672 4.99001 3.61435
H: -1.40055 3.81103 3.58083
H: -1.75974 2.01502 1.90174
H: 1.90195 -0.90830 -4.57419
H: -2.75528 -0.50421 -4.59438
H: -5.07894 -0.24881 -3.63906
H: -5.29473 0.33816 -1.21547
H: -3.22307 0.69047 0.10886
C: -1.13655 -4.08110 2.00170
C: -0.78046 -2.77080 2.71879
C: 0.50079 -2.97826 3.53939
C: -1.92647 -2.38733 3.66555
C: -0.56876 -1.70237 1.72795
C: -0.36514 -0.82331 0.90361
H: -1.29291 -4.88697 2.72565
H: -0.33341 -4.36754 1.32221
H: -2.04598 -3.95518 1.41265
H: 0.36031 -3.77355 4.27813
H: 0.77064 -2.05779 4.05847
H: 1.32839 -3.24807 2.88287
H: -2.09226 -3.17453 4.40753
H: -2.84840 -2.23648 3.10178
H: -1.69101 -1.45771 4.18583

Atoms 1-3, force components in eV/Å:
0.0 -0.3 0.2
0.1 0.0 0.0
-0.1 -0.1 -0.1

natural (NBO) population analysis, charges in e, atoms 1 to 8: 1.085, -0.021, -0.078, -0.265, 0.221, -0.706, 0.616, -0.672



No. 3
Formula: C7H6ClNO11P2Rh
Source: the OMol25 dataset
Level of theory: the ωB97M-V functional and the def2-TZVPD basis

The expectation value of S² is 6.01. The spin multiplicity is 5. The value obtained for the LUMO energy (spin up / spin down) is 1.924 / 0.094 eV. Its total charge is -1. Its energy above the lowest of the compared OMol25 structures with the same formula, charge and spin is 0.0649 eV. The highest occupied orbital energy (spin up / spin down) comes out at -6.0390 / -6.6861 eV.

Positions of all 29 atoms, in Å:
Rh: 1.83509 -0.05386 -1.18698
O: 5.10185 -0.05051 1.23844
P: 4.59297 0.91827 0.04969
O: 5.70712 1.71278 -0.48415
O: 3.83565 -0.01374 -0.91247
O: 3.47830 1.75306 0.83993
P: 2.18011 2.63892 0.40358
O: 1.12875 2.15715 1.52350
O: 2.43859 4.07523 0.50352
O: 1.71310 2.04751 -0.92754
H: 5.97180 0.26252 1.50755
H: 0.76808 1.28844 1.28227
Cl: -6.51010 -0.61892 0.64226
C: -4.80567 -0.54703 0.30317
C: -4.37291 -0.61226 -1.01179
C: -3.01419 -0.55642 -1.27523
C: -2.10273 -0.43863 -0.23279
C: -2.55459 -0.37095 1.07902
C: -3.91085 -0.42446 1.35408
C: -0.64104 -0.38649 -0.52332
O: 0.18718 -0.28802 0.42019
O: -0.23989 -0.45889 -1.72533
H: -5.09423 -0.70322 -1.81212
H: -2.64350 -0.60102 -2.28997
H: -1.83084 -0.27280 1.87660
H: -4.27609 -0.36946 2.37017
O: 0.12087 -3.97275 -0.82505
N: 1.10148 -3.32175 -0.70906
O: 1.83567 -2.79272 -1.47817

Atoms 1-3, force components in eV/Å:
0.1 0.3 -0.4
0.0 0.0 -0.1
-0.1 0.0 0.1

natural (NBO) population analysis, charges in e, atoms 1 to 8: 1.356, -1.003, 2.561, -1.128, -1.168, -1.122, 2.555, -1.019



No. 4
Formula: C18H23BrN2O5S2
Source: the OMol25 dataset
Level of theory: the ωB97M-V functional and the def2-TZVPD basis

The spin multiplicity is 1. The value obtained for the LUMO energy is 0.344 eV. The highest occupied orbital energy comes out at -8.7070 eV. As for the structure (SMILES): CCOc1ccc(Br)cc1S(=O)(=O)Nc1cccc(S(=O)(=O)N(CC)CC)c1.

Positions of all 51 atoms, in Å:
C: -0.51035 -2.42128 2.93972
C: 0.52988 -1.31933 2.83323
O: 1.30586 -1.59372 1.67078
C: 2.31169 -0.78284 1.33144
C: 2.68045 0.37976 2.01717
C: 3.70578 1.17618 1.54844
C: 4.39192 0.82198 0.39674
Br: 5.78401 1.92850 -0.24526
C: 4.06647 -0.33391 -0.28843
C: 3.03519 -1.11947 0.18113
S: 2.70607 -2.61422 -0.73725
O: 2.16291 -3.64729 0.08933
O: 3.86240 -2.92897 -1.51981
N: 1.53026 -2.15564 -1.90098
C: 0.27037 -1.82237 -1.40150
C: -0.83582 -2.66334 -1.50966
C: -2.04521 -2.31065 -0.93615
C: -2.16827 -1.12269 -0.23101
C: -1.07827 -0.27711 -0.16420
S: -1.15907 1.24750 0.77559
O: -2.03183 1.01889 1.89304
O: 0.19161 1.65684 1.04999
N: -1.85210 2.37935 -0.19705
C: -3.28667 2.51147 -0.21242
C: -3.97979 1.85977 -1.40913
C: -1.00851 3.12546 -1.09737
C: -0.78813 2.46918 -2.46048
C: 0.12212 -0.59750 -0.75699
H: -1.09029 -2.29107 3.84829
H: -1.17697 -2.38331 2.08308
H: -0.01767 -3.38956 2.95376
H: 1.18007 -1.32029 3.71745
H: 0.04523 -0.34019 2.73627
H: 2.14486 0.68305 2.89994
H: 3.96925 2.07919 2.07739
H: 4.59409 -0.65238 -1.17360
H: 1.50956 -2.90886 -2.57771
H: -0.73474 -3.60726 -2.02455
H: -2.88819 -2.98067 -1.01276
H: -3.07991 -0.85488 0.27861
H: -3.62589 2.04511 0.71391
H: -3.54213 3.57666 -0.17382
H: -3.61212 0.84794 -1.56051
H: -5.05060 1.81937 -1.22614
H: -3.81364 2.43244 -2.31750
H: -1.44233 4.12189 -1.22692
H: -0.04785 3.22825 -0.58806
H: -0.06489 3.05268 -3.02470
H: -1.70995 2.42016 -3.03236
H: -0.40200 1.46037 -2.33988
H: 0.94313 0.09677 -0.68915

Atoms 1-3, force components in eV/Å:
0.4 0.3 -0.1
-0.3 0.0 0.3
0.0 0.0 0.1

natural (NBO) population analysis, charges in e, atoms 1 to 8: -0.619, -0.073, -0.507, 0.437, -0.280, -0.181, -0.125, 0.063